(1)
{
  "formula": "C3H42O17S",
  "method": "ωB97M-V/def2-TZVPD",
  "e_above_lowest_kcal_mol": 0.0,
  "molar_mass_da": 382.42,
  "lumo_energy_ev": 0.22,
  "homo_ev": -8.7,
  "orbital_gap_ev": 8.929,
  "species": ["S", "O", "O", "O", "O", "O", "O", "O", "O", "O", "O", "O", "O", "O", "O", "O", "O", "O", "C", "C", "C", "H", "H", "H", "H", "H", "H", "H", "H", "H", "H", "H", "H", "H", "H", "H", "H", "H", "H", "H", "H", "H", "H", "H", "H", "H", "H", "H", "H", "H", "H", "H", "H", "H", "H", "H", "H", "H", "H", "H", "H", "H", "H"],
  "coordinates": [[1.52, -0.30, -1.61], [-4.04, -1.12, -2.76], [-1.38, -1.60, -2.98], [-2.69, -2.40, 0.99], [2.87, 3.03, -0.42], [-1.62, 0.89, -1.92], [1.08, -4.19, 0.32], [1.40, -2.84, 2.64], [-1.09, -1.78, 3.12], [-3.46, -0.17, -0.25], [-1.29, -3.53, -0.93], [0.67, 4.30, 0.98], [0.97, 2.60, 3.01], [-2.84, 2.03, 1.28], [3.09, 1.40, 1.72], [-1.25, 0.98, 3.12], [0.98, 2.74, -2.28], [-1.12, 3.30, -0.54], [3.04, -1.14, -1.04], [3.69, -1.85, -2.21], [0.57, -0.10, -0.08], [0.23, 1.95, 3.05], [2.79, -1.86, -0.27], [4.59, -2.37, -1.89], [1.97, -2.07, 2.57], [-0.81, -1.79, -3.72], [-2.18, -2.89, 0.26], [-1.07, -0.79, 3.11], [-3.20, -0.99, 0.23], [-1.67, 1.13, 3.96], [3.05, -2.64, -2.62], [-3.15, -1.51, -2.88], [-3.22, 1.29, 0.76], [3.04, 1.83, 0.83], [-1.88, 1.33, 2.43], [-0.34, 0.43, -0.33], [1.20, -3.66, 1.15], [1.09, -5.12, 0.62], [2.23, 2.73, -1.12], [-1.67, -2.02, 2.37], [1.50, 4.06, 0.54], [-0.44, 3.65, 0.15], [0.49, -2.48, 2.83], [-0.38, -3.69, -0.57], [-1.32, 1.72, -1.47], [1.13, 0.53, 0.61], [3.91, 1.73, 2.09], [0.20, 2.92, -1.69], [0.34, -1.06, 0.37], [-3.39, -3.01, 1.26], [0.67, 3.79, 1.83], [-1.26, -2.81, -1.61], [-3.99, -0.30, -3.27], [1.73, 2.12, 2.59], [3.70, -0.37, -0.65], [3.94, -1.17, -3.03], [-4.00, -0.50, -1.01], [-1.21, -0.66, -2.74], [-2.29, 0.48, -1.32], [0.78, 1.83, -2.57], [3.63, 3.48, -0.82], [-2.21, 2.49, 0.68], [-1.63, 4.03, -0.89]],
  "lowdin_charge": [0.858, -0.064, -0.075, -0.080, -0.081, -0.119, -0.084, -0.072, -0.087, -0.092, -0.079, -0.052, -0.090, -0.066, -0.076, -0.068, -0.098, -0.109, -0.512, -0.179, -0.346, 0.013, 0.064, 0.075, 0.048, 0.075, 0.036, 0.014, 0.025, 0.070, 0.069, 0.013, 0.030, 0.007, 0.034, 0.006, 0.002, 0.069, 0.018, 0.005, 0.030, 0.035, 0.023, 0.025, 0.010, 0.018, 0.064, 0.019, 0.032, 0.094, 0.034, 0.028, 0.061, 0.014, 0.062, 0.066, 0.052, 0.020, 0.010, -0.007, 0.089, 0.022, 0.097]
}

***

(2)
{
  "formula": "C2HBr2FO",
  "method": "ωB97M-V/def2-TZVPD",
  "e_above_lowest_kcal_mol": 63.1,
  "molar_mass_da": 219.84,
  "lumo_energy_ev": [-2.17, -2.70],
  "homo_ev": [-10.1, -9.8],
  "orbital_gap_ev": [7.887, 7.096],
  "species": ["Br", "Br", "F", "O", "C", "C", "H"],
  "coordinates": [[4.54, -0.48, -0.70], [2.63, 1.03, 0.31], [1.58, 0.10, 2.53], [-0.70, -1.02, 1.17], [1.28, 0.26, 1.26], [0.10, -0.31, 0.62], [-0.17, -0.14, -0.48]],
  "lowdin_charge": [-0.068, 0.786, 0.051, 0.071, -0.673, -0.311, 0.144]
}